The molecule C6H7NO2 at a distorted geometry. Source: the Open Molecules 2025 dataset; level of theory: the ωB97M-V functional and the def2-TZVPD basis.

Each line ends with the Löwdin charge.
Geometry (Å):
C: -1.525815 -0.479472 -1.414842  0.0060
C: -0.593963 -0.012223 -0.356272  -0.3271
O: -0.968723 0.839903 0.862396  0.0228
C: -0.218880 1.433606 -0.218249  -0.1171
C: 1.122661 1.415782 0.445578  -0.2625
O: 1.629888 2.278148 1.204752  0.0706
N: 1.715355 0.009558 0.401819  0.0709
C: 1.216418 -0.950579 1.429204  -0.0086
C: 0.549667 -0.809014 0.082786  -0.2301
H: -2.015822 -1.401613 -1.092570  0.0945
H: -0.994433 -0.727981 -2.226427  0.0465
H: -2.451019 0.143455 -1.578043  0.1226
H: -0.674767 2.249434 -0.707298  0.1460
H: 0.719521 -0.566151 2.226303  0.0768
H: 1.939735 -1.792021 1.629666  0.1320
H: 0.550177 -1.630832 -0.688804  0.1567

Cartesian forces, eV/Å:
C -3.9 0.2 3.8
C -0.5 3.6 2.3
O -1.1 -0.7 -1.9
C 0.7 -2.1 1.3
C 3.5 1.2 3.8
O -1.8 -2.7 -3.3
N -1.6 1.5 -0.5
C 1.4 -0.9 -2.7
C 1.1 -2.8 -1.8
H 0.2 -0.3 0.2
H 1.8 -0.4 -3.3
H 1.5 0.0 -0.1
H -0.2 0.8 -0.6
H -1.3 1.1 2.3
H -1.1 1.0 -0.4
H 1.3 0.4 1.0

Properties
- LUMO energy: 0.70 eV
- Kohn-Sham gap: 10.37 eV
- SMILES: C[C@]12O[C@H]1C(=O)N1C[C@H]12

=====

A cluster of 2 separate species, C3H6OS3 in total at a distorted geometry. Source: the Open Molecules 2025 dataset; level of theory: the ωB97M-V functional and the def2-TZVPD basis.

Each line ends with the Löwdin charge.
Geometry (Å):
C: -0.104505 1.974092 0.374281  -0.8860
C: 0.975630 -0.813825 -0.898708  -0.1487
C: 0.591767 -0.648411 0.620603  -0.4636
O: -2.478059 -2.741973 -0.282867  -0.6750
S: -3.086303 -1.351750 -0.050518  0.6768
S: -0.719673 3.499880 0.797234  0.6917
S: -0.838452 0.533543 0.911320  0.6818
H: 1.600067 -1.681640 -0.918727  0.0616
H: 0.080226 -0.872741 -1.500346  0.0638
H: 1.676083 -0.145777 -1.255958  0.0336
H: 1.557796 -0.256614 1.014251  0.0841
H: 0.469881 -1.649041 0.908486  0.0442
H: 0.275536 4.154261 0.280951  -0.1643

Cartesian forces, eV/Å:
C 0.2 -0.6 0.6
C -1.4 -0.8 1.7
C 1.8 2.0 -2.6
O -1.0 2.4 0.4
S 0.8 -2.6 -0.5
S -1.1 -1.5 0.2
S 1.5 0.6 0.1
H -0.2 -1.3 -0.3
H 0.1 -0.3 -0.5
H 0.8 2.4 -0.7
H -1.2 0.0 0.6
H -1.1 -1.0 1.3
H 0.9 0.8 -0.6

Properties
- LUMO energy (alpha / beta): -1.67 / -1.69 eV
- Kohn-Sham gap (alpha / beta): 6.75 / 6.68 eV

=====

A structure of composition C63H64FGeN6S5Sr at a distorted geometry. Source: the Open Molecules 2025 dataset; level of theory: the ωB97M-V functional and the def2-TZVPD basis.

Each line ends with the Löwdin spin population.
Geometry (Å):
Sr: -0.466990 -0.431819 -0.636148  0.0041
C: -6.116167 -2.173658 -1.288871  0.0000
C: -4.785695 -1.595104 -1.784004  0.0000
C: -4.471444 -2.117040 -3.189041  0.0000
C: -4.801150 -0.076251 -1.745032  0.0000
C: -5.675143 0.602214 -2.584101  0.0000
C: -5.712244 1.985835 -2.625645  0.0000
C: -4.848221 2.707207 -1.819998  0.0000
C: -3.952048 2.072052 -0.974187  0.0000
C: -3.031309 2.884520 -0.090597  0.0000
C: -2.286395 3.978490 -0.860045  0.0000
C: -3.815881 3.490914 1.077823  0.0000
C: -3.927667 0.662827 -0.908389  0.0000
N: -2.994970 0.026092 -0.084143  0.0000
C: -3.443152 -0.699576 0.948276  0.0000
C: -4.749111 -0.618920 1.508503  0.0000
C: -5.131025 -1.378994 2.596622  0.0000
C: -4.255330 -2.271377 3.205715  0.0000
C: -2.961394 -2.367018 2.703134  0.0000
C: -2.596513 -1.600358 1.628625  0.0001
F: -1.298773 -1.715308 1.162964  -0.0002
H: -6.075248 -3.265485 -1.273877  0.0000
H: -6.937652 -1.865173 -1.940775  0.0000
H: -6.325436 -1.829260 -0.276621  0.0000
H: -3.992165 -1.953504 -1.128552  0.0001
H: -5.226924 -1.803403 -3.914266  0.0000
H: -4.431717 -3.208095 -3.179459  0.0001
H: -3.501949 -1.752417 -3.528430  -0.0001
H: -6.336572 0.035728 -3.231752  0.0000
H: -6.408087 2.498837 -3.279827  0.0000
H: -4.872269 3.791037 -1.858876  0.0000
H: -2.287769 2.202612 0.318508  0.0000
H: -2.966137 4.770542 -1.187449  0.0000
H: -1.795722 3.561656 -1.741222  0.0000
H: -1.525529 4.426543 -0.215301  0.0000
H: -4.603751 4.153444 0.709345  0.0000
H: -3.148391 4.070821 1.721876  0.0000
H: -4.277172 2.704896 1.680216  0.0000
H: -5.444537 0.076044 1.054074  0.0000
H: -6.137608 -1.275407 2.988463  0.0000
H: -4.561287 -2.874194 4.049888  0.0000
H: -2.229433 -3.034077 3.143146  0.0000
S: 2.006447 -4.535958 -0.513038  0.4219
S: 1.722835 -5.102345 -2.351782  0.3549
S: -0.058302 -4.185524 -3.180440  0.1229
S: -1.072228 -3.253800 -1.784210  0.0651
N: 1.331388 3.252369 0.595039  0.0000
C: 0.999732 4.000404 1.680348  0.0000
C: 1.598473 5.213775 1.970224  0.0000
C: 1.145716 6.012498 3.030129  0.0000
C: 0.106884 5.613729 3.827962  0.0000
C: -0.503854 4.360393 3.598350  0.0000
C: -1.547854 3.849462 4.402526  0.0000
C: -2.095280 2.634976 4.106905  0.0000
C: -1.591556 1.911967 3.008967  0.0000
N: -0.608821 2.336470 2.258636  0.0000
C: -0.064184 3.544980 2.527233  0.0000
H: 2.224652 3.399606 0.162511  0.0000
H: 0.951555 2.317686 0.559523  0.0000
H: 2.422187 5.554550 1.353268  0.0000
H: 1.634337 6.963037 3.209893  0.0000
H: -0.250797 6.239313 4.637463  0.0000
H: -1.888830 4.433597 5.250064  0.0000
H: -2.898027 2.217013 4.699381  0.0000
H: -2.027673 0.954719 2.742221  0.0000
C: 3.883698 3.109318 -3.109507  0.0000
N: 2.612643 2.774599 -3.707760  0.0000
C: 2.778545 1.706129 -4.674121  0.0000
C: 1.607963 2.475143 -2.683943  0.0000
C: 0.222093 2.203388 -3.239257  0.0000
C: -0.226939 3.025422 -4.276982  0.0000
C: -1.482595 2.834876 -4.835131  0.0000
C: -2.283991 1.808898 -4.356884  0.0000
C: -1.828094 1.010454 -3.312893  0.0001
C: -0.581169 1.185769 -2.695865  0.0002
H: 4.592355 3.383561 -3.895786  0.0000
H: 4.320980 2.273143 -2.531393  0.0000
H: 3.762711 3.963099 -2.438391  0.0000
H: 3.387387 2.066079 -5.506594  0.0000
H: 1.803642 1.406889 -5.054626  0.0000
H: 3.275826 0.821501 -4.242034  0.0000
H: 1.551371 3.364482 -2.046126  0.0000
H: 1.914554 1.619014 -2.058284  0.0000
H: 0.422318 3.817404 -4.639060  0.0000
H: -1.833565 3.482836 -5.631772  0.0000
H: -3.271248 1.641740 -4.777868  0.0000
H: -2.493228 0.226114 -2.966213  0.0000
S: 5.079935 -2.443667 -5.328407  0.0000
C: 3.801486 -1.955780 -4.163816  0.0005
C: 4.143326 -1.591113 -2.870276  0.0006
C: 3.123797 -1.191389 -2.021767  0.0034
N: 1.855310 -1.084249 -2.412069  0.0037
C: 1.542098 -1.429324 -3.653215  0.0032
C: 2.478965 -1.899690 -4.566489  0.0022
C: 5.425261 -0.811430 -5.974863  0.0000
C: 4.743081 -0.327337 -7.082599  0.0000
C: 5.052681 0.941331 -7.545105  0.0000
N: 5.971466 1.728198 -6.990528  0.0000
C: 6.604893 1.257426 -5.918736  0.0000
C: 6.377963 0.002465 -5.376842  0.0000
H: 5.168412 -1.636528 -2.529922  0.0001
H: 3.324996 -0.934890 -0.986036  0.0009
H: 0.504895 -1.301198 -3.939035  0.0010
H: 2.181304 -2.222062 -5.554248  0.0001
H: 3.982276 -0.926938 -7.562962  0.0000
H: 4.531690 1.359905 -8.399848  0.0000
H: 7.329496 1.929463 -5.470647  0.0000
H: 6.920920 -0.337128 -4.505742  0.0000
C: 3.219743 1.332604 2.448841  0.0000
Ge: 1.833029 -0.130271 2.098101  0.0001
C: 1.143808 -0.199393 4.019389  0.0000
C: 1.910107 0.196328 5.115696  0.0000
C: 1.392235 0.211623 6.404277  0.0000
C: 0.080767 -0.181614 6.637777  0.0000
C: -0.696470 -0.599560 5.567780  0.0000
C: -0.165905 -0.598391 4.285327  0.0000
C: 3.114383 -1.712166 2.245604  0.0012
C: 4.463088 -1.534899 2.034716  0.0001
C: 5.390463 -2.594322 2.107022  0.0001
C: 4.970574 -3.864538 2.379626  0.0002
C: 3.591849 -4.125535 2.554679  0.0008
C: 3.115690 -5.439484 2.775218  0.0010
C: 1.778056 -5.691730 2.892960  0.0061
C: 0.853840 -4.633852 2.804034  0.0040
C: 1.288633 -3.353337 2.609604  0.0000
C: 2.664931 -3.048508 2.479281  0.0017
H: 3.988773 1.032509 3.164071  0.0000
H: 2.714491 2.213768 2.850007  0.0000
H: 3.722110 1.628654 1.523035  0.0000
H: 2.937926 0.506289 4.964785  0.0000
H: 2.014494 0.528406 7.235278  0.0000
H: -0.326480 -0.158721 7.642451  0.0000
H: -1.719351 -0.924063 5.731068  0.0000
H: -0.796084 -0.913313 3.462052  0.0000
H: 4.841273 -0.544350 1.805384  0.0000
H: 6.445162 -2.393592 1.947565  0.0000
H: 5.675012 -4.687166 2.443972  0.0000
H: 3.838283 -6.247749 2.822796  0.0000
H: 1.424801 -6.705626 3.040157  0.0000
H: -0.206283 -4.845520 2.877057  0.0000
H: 0.577515 -2.543996 2.523191  0.0000

Cartesian forces, eV/Å:
Sr 0.8 0.2 -0.8
C 0.1 0.0 0.1
C -0.1 0.0 -0.1
C 0.1 0.0 0.0
C 0.2 0.0 0.2
C 0.0 0.0 0.0
C -0.1 0.0 0.0
C -0.1 0.1 -0.1
C 0.1 -0.2 0.1
C -0.1 0.2 -0.1
C 0.0 -0.1 0.0
C 0.2 -0.1 0.0
C -0.4 0.2 -0.1
N 0.7 -0.4 -0.3
C -0.3 0.2 0.2
C 0.1 0.0 0.0
C 0.0 -0.1 0.1
C -0.1 0.0 0.0
C 0.2 -0.1 0.0
C -0.3 -0.1 0.2
F -0.5 -0.4 0.6
H 0.0 0.0 0.0
H 0.0 0.0 0.0
H -0.1 0.0 0.0
H 0.0 0.0 0.0
H 0.0 0.0 0.0
H 0.0 0.0 0.0
H 0.0 0.0 0.0
H 0.0 0.0 0.0
H 0.0 0.0 0.0
H 0.1 0.0 0.0
H 0.0 0.0 0.0
H 0.0 0.0 0.0
H 0.0 0.0 0.0
H 0.0 0.0 0.0
H 0.0 0.0 0.0
H 0.0 0.0 0.0
H 0.0 0.0 0.0
H 0.0 0.0 0.0
H 0.0 0.0 0.0
H 0.0 0.0 0.0
H 0.0 0.0 0.0
S -0.2 0.0 -0.4
S -0.3 0.3 0.1
S 0.6 -0.6 -0.4
S -0.3 0.3 0.6
N -0.2 0.1 0.0
C 0.0 0.2 0.0
C 0.1 -0.1 -0.1
C -0.1 -0.1 0.1
C 0.1 0.2 0.1
C 0.1 -0.1 -0.2
C 0.0 -0.1 0.0
C 0.0 0.1 0.2
C 0.1 -0.1 -0.2
N -0.2 0.0 -0.2
C -0.1 0.2 0.3
H 0.0 -0.1 0.0
H 0.1 -0.1 0.1
H 0.0 0.0 0.0
H 0.0 0.0 0.0
H 0.0 0.0 0.0
H -0.1 0.0 0.0
H 0.0 0.0 0.0
H 0.0 0.0 0.0
C -0.1 0.1 -0.1
N 0.0 0.0 0.0
C 0.0 0.0 0.1
C -0.1 0.1 -0.1
C -0.2 0.1 -0.2
C 0.1 0.0 0.1
C 0.0 0.1 0.0
C -0.2 -0.1 -0.1
C 0.1 0.2 -0.2
C 0.3 0.0 0.1
H 0.0 0.0 0.0
H 0.0 0.0 0.0
H 0.0 0.0 0.0
H 0.0 0.0 0.0
H 0.0 0.0 0.0
H 0.0 0.0 0.0
H 0.1 -0.1 0.1
H 0.0 0.0 0.0
H 0.0 0.0 -0.1
H 0.0 0.0 0.0
H 0.0 0.0 0.0
H 0.0 0.0 0.0
S -0.1 0.1 0.1
C 0.1 0.0 -0.2
C -0.1 -0.1 0.1
C 0.0 0.0 0.1
N -0.2 0.0 0.4
C 0.0 0.0 -0.2
C 0.1 0.0 0.2
C 0.0 -0.1 0.0
C 0.1 0.0 0.1
C 0.0 0.1 -0.1
N 0.0 0.0 0.0
C 0.0 0.1 0.0
C -0.1 0.0 -0.1
H 0.0 0.0 0.0
H 0.1 0.0 0.0
H 0.0 0.0 0.0
H 0.0 0.1 0.0
H 0.0 0.0 0.0
H 0.0 -0.1 0.0
H 0.0 -0.1 0.0
H 0.0 0.0 0.0
C -0.2 -0.1 -0.2
Ge 0.4 0.1 0.2
C -0.1 0.0 -0.3
C 0.0 0.0 0.0
C 0.0 0.0 0.1
C 0.0 0.0 0.0
C -0.1 0.0 0.1
C 0.0 0.0 0.0
C 0.0 0.2 -0.1
C -0.1 0.1 0.0
C 0.1 -0.2 0.0
C 0.1 0.1 0.0
C -0.1 0.1 0.0
C -0.1 -0.1 0.0
C 0.2 -0.1 0.1
C -0.1 0.1 0.1
C 0.0 0.0 0.1
C 0.1 -0.2 0.0
H 0.0 -0.1 0.0
H 0.0 0.0 0.0
H 0.0 0.0 0.0
H 0.0 0.0 0.0
H 0.0 0.0 0.0
H 0.0 0.0 0.0
H 0.0 0.0 0.0
H 0.0 0.0 0.0
H 0.0 0.0 0.1
H 0.0 0.0 0.0
H 0.0 0.0 0.0
H 0.0 0.0 0.0
H 0.0 0.0 0.0
H 0.0 0.0 0.0
H 0.0 0.0 0.0

Properties
- Charge: -2
- LUMO energy (alpha / beta): 3.45 / 3.42 eV
- Kohn-Sham gap (alpha / beta): 5.73 / 5.82 eV
- 2S+1: 2

=====

A structure of composition C5H11NO2 at a distorted geometry. Source: the Open Molecules 2025 dataset; level of theory: the ωB97M-V functional and the def2-TZVPD basis.

Each line ends with the Löwdin charge.
Geometry (Å):
C: -0.759951 -0.199177 0.159258  -0.3347
C: -1.994869 0.579571 0.562528  -0.0225
C: -1.088583 -1.426211 -0.664556  -0.0473
C: 0.393560 0.589726 -0.196751  -0.3221
N: 2.721788 0.724047 -0.686320  0.0819
C: 1.617659 -0.006908 -0.393396  -0.1158
O: 0.023498 -0.950976 1.612619  -0.2293
O: 0.464891 1.914856 0.235614  0.0068
H: 0.719127 -1.526206 1.962374  0.0230
H: 0.333545 2.469377 -0.546761  0.1122
H: 3.599252 0.220138 -0.709172  0.0951
H: 2.790965 1.607679 -0.192407  0.0984
H: 1.697970 -1.070772 -0.555574  0.1204
H: -1.752920 1.358361 1.289331  0.0881
H: -1.703114 -1.154472 -1.531867  0.0922
H: -2.722266 -0.090059 1.028134  0.0911
H: -2.481056 1.049008 -0.301590  0.1009
H: -1.657664 -2.133644 -0.057345  0.0891
H: -0.201834 -1.954339 -1.014120  0.0725

Cartesian forces, eV/Å:
C 1.1 -1.8 0.9
C 0.2 -0.3 1.1
C 0.0 -0.1 0.1
C 2.3 -0.6 0.2
N 1.2 0.2 0.6
C -2.0 0.7 -1.6
O -2.7 1.3 0.8
O -0.4 0.5 -0.8
H 0.0 -0.1 -1.3
H 0.0 0.1 0.3
H -0.2 0.1 0.1
H -0.1 0.0 -0.2
H -0.1 -0.1 0.1
H 0.0 -0.1 -0.2
H 0.1 0.1 0.1
H 0.1 0.0 -0.1
H 0.4 -0.2 0.0
H 0.0 0.2 0.0
H 0.0 0.2 0.0

Properties
- LUMO energy: 0.71 eV
- Kohn-Sham gap: 8.13 eV

=====

It is found that the relative energy (zero: lowest compared OMol25 entry of this formula, charge and spin) values, taken in the order of the records, are 3.690; 3.522; 0.000; 3.792 eV.